Below is a molecular structure, C40H25I2N5O3S4Ti, with properties calculated with ωB97M-V/def2-TZVPD.

Values from the calculation:
M = 1053.61 g mol⁻¹
frontier orbital gap = 6.9 eV
highest occupied orbital energy = -7.24 eV
energy relative to the best compared isomer or geometry (same formula, charge and spin) = 0.213 eV

ORCA input file:
```
! wB97M-V def2-TZVPD RIJCOSX def2/J DEFGRID3
* xyz 0 1
Ti -0.59 0.10 -0.37
C 3.03 -0.66 -3.16
C 2.38 -0.38 -1.95
N 1.29 0.33 -1.87
C 0.75 0.81 -3.02
C 1.30 0.56 -4.29
C 2.49 -0.20 -4.33
C 0.60 1.00 -5.44
C -0.61 1.61 -5.29
C -1.16 1.88 -4.01
C -0.47 1.54 -2.87
N -0.81 1.76 -1.54
C -1.59 2.79 -1.09
C -2.16 3.84 -1.79
C -2.95 4.81 -1.13
C -3.16 4.79 0.22
C -2.53 3.78 0.99
C -2.60 3.71 2.39
C -1.93 2.72 3.06
C -1.20 1.77 2.32
N -1.12 1.81 1.01
C -1.76 2.80 0.34
H 3.93 -1.26 -3.16
H 2.79 -0.76 -1.02
H 2.95 -0.41 -5.29
H 1.02 0.82 -6.42
H -1.17 1.90 -6.16
H -2.14 2.32 -3.95
H -1.99 3.94 -2.84
H -3.40 5.59 -1.73
H -3.78 5.52 0.70
H -3.17 4.45 2.93
H -1.95 2.65 4.14
H -0.66 0.98 2.82
I -0.25 -3.38 -3.94
C -1.20 -3.59 -2.10
C -1.90 -4.77 -1.79
C -2.55 -4.89 -0.59
I -3.60 -6.66 -0.21
C -2.52 -3.84 0.36
C -3.18 -3.84 1.61
C -3.08 -2.75 2.43
C -2.29 -1.66 2.03
N -1.65 -1.63 0.89
C -1.78 -2.69 0.04
C -1.15 -2.54 -1.22
O -0.55 -1.39 -1.50
H -1.93 -5.58 -2.51
H -3.78 -4.69 1.90
H -3.59 -2.72 3.38
H -2.18 -0.79 2.67
O -3.70 -1.39 -2.21
S -3.79 -0.26 -1.29
N -2.60 0.23 -0.56
O 0.68 -0.22 0.83
C 1.86 -0.37 1.55
C 2.43 -1.76 1.34
C 3.51 -2.33 1.96
C 3.73 -3.67 1.56
C 2.81 -4.10 0.65
S 1.68 -2.88 0.28
C 2.83 0.73 1.10
C 2.46 1.95 0.64
C 3.56 2.77 0.28
C 4.75 2.14 0.49
S 4.54 0.56 1.10
C 1.59 -0.19 3.04
C 1.93 0.85 3.85
C 1.45 0.70 5.18
C 0.76 -0.46 5.35
S 0.70 -1.38 3.91
H 4.11 -1.82 2.70
H 4.53 -4.29 1.94
H 2.73 -5.07 0.18
H 1.42 2.25 0.54
H 3.47 3.77 -0.12
H 5.75 2.51 0.30
H 2.50 1.70 3.50
H 1.62 1.42 5.97
H 0.29 -0.83 6.25
*
```